No. 1
{
  "formula": "C19H24FIrN7O4P2",
  "method": "ωB97M-V/def2-TZVPD",
  "energy_ha": -2309.355819,
  "homo_lumo_gap_ev": [6.7, 7.6],
  "homo_ev": [-9.1, -11.5],
  "spin_multiplicity": 5,
  "charge": 1,
  "elements": ["Ir", "C", "P", "C", "C", "C", "C", "C", "C", "C", "P", "C", "C", "H", "H", "H", "H", "H", "H", "H", "H", "H", "H", "H", "H", "H", "H", "H", "H", "N", "C", "N", "N", "C", "N", "H", "H", "H", "H", "F", "C", "C", "N", "C", "C", "O", "O", "C", "O", "N", "C", "O", "H", "H", "H", "H", "N", "C"],
  "coordinates": [[0.35, -0.18, 0.17], [-2.19, 2.21, -1.02], [-0.97, 1.95, 0.30], [-0.17, 3.58, 0.45], [-1.93, 1.79, 1.84], [-3.15, 2.43, 2.03], [-3.85, 2.28, 3.22], [-3.34, 1.48, 4.23], [-2.13, 0.84, 4.06], [-1.42, 0.98, 2.87], [0.15, 0.11, 2.57], [0.27, -1.22, 3.79], [1.48, 1.25, 3.07], [-2.75, 3.13, -0.87], [-2.87, 1.36, -1.07], [-1.65, 2.28, -1.96], [-0.94, 4.35, 0.49], [0.48, 3.72, -0.42], [0.44, 3.63, 1.35], [-3.56, 3.06, 1.25], [-4.81, 2.78, 3.35], [-3.89, 1.36, 5.16], [-1.74, 0.22, 4.86], [0.36, -0.82, 4.80], [1.17, -1.79, 3.55], [-0.59, -1.89, 3.73], [1.20, 1.78, 3.99], [1.69, 1.97, 2.28], [2.38, 0.67, 3.25], [-2.51, -2.65, -4.02], [-3.11, -3.14, -2.92], [-4.09, -4.03, -3.07], [-2.79, -2.76, -1.70], [-1.91, -1.90, -1.35], [-1.14, -1.13, -0.95], [-2.73, -2.99, -4.94], [-1.70, -2.06, -3.92], [-4.36, -4.40, -3.96], [-4.52, -4.40, -2.23], [1.29, -2.98, -2.29], [2.28, -2.23, -1.73], [2.51, -1.00, -2.51], [3.62, -0.25, -2.26], [3.51, 1.21, -2.39], [2.35, 1.75, -1.55], [1.89, 2.85, -1.82], [1.96, 0.96, -0.60], [4.74, -0.80, -1.67], [5.72, -0.17, -1.35], [4.69, -2.20, -1.52], [3.60, -3.02, -1.65], [3.63, -4.22, -1.68], [1.68, -0.54, -3.03], [3.34, 1.48, -3.43], [4.44, 1.65, -2.05], [5.58, -2.63, -1.31], [2.09, -1.79, 0.86], [1.89, -1.91, -0.29]]
}



No. 2
{
  "formula": "C19H24FNO2",
  "method": "ωB97M-V/def2-TZVPD",
  "energy_ha": -1043.476330,
  "homo_lumo_gap_ev": 9.2,
  "homo_ev": -8.4,
  "smiles": "CCOCCCNCc1cccc(OCc2ccc(F)cc2)c1",
  "elements": ["C", "C", "O", "C", "C", "C", "N", "C", "C", "C", "C", "C", "C", "O", "C", "C", "C", "C", "C", "F", "C", "C", "C", "H", "H", "H", "H", "H", "H", "H", "H", "H", "H", "H", "H", "H", "H", "H", "H", "H", "H", "H", "H", "H", "H", "H", "H"],
  "coordinates": [[5.02, 4.21, 0.47], [4.16, 3.18, -0.26], [3.08, 2.70, 0.52], [1.96, 3.56, 0.62], [1.03, 3.52, -0.60], [0.33, 2.17, -0.76], [1.27, 1.17, -1.21], [0.73, -0.18, -1.20], [0.32, -0.68, 0.16], [1.25, -0.73, 1.19], [0.86, -1.15, 2.46], [-0.45, -1.51, 2.70], [-1.39, -1.45, 1.68], [-2.66, -1.83, 2.02], [-3.67, -1.77, 1.05], [-3.50, -2.77, -0.08], [-4.05, -2.51, -1.33], [-3.91, -3.42, -2.36], [-3.21, -4.59, -2.12], [-3.06, -5.48, -3.12], [-2.65, -4.87, -0.88], [-2.81, -3.95, 0.14], [-1.00, -1.03, 0.41], [5.89, 4.45, -0.14], [4.47, 5.13, 0.66], [5.36, 3.81, 1.42], [3.80, 3.60, -1.21], [4.76, 2.30, -0.48], [1.42, 3.21, 1.50], [2.28, 4.59, 0.80], [1.59, 3.73, -1.51], [0.28, 4.30, -0.47], [-0.15, 1.90, 0.20], [-0.46, 2.25, -1.51], [2.09, 1.21, -0.61], [-0.12, -0.21, -1.88], [1.51, -0.84, -1.61], [2.28, -0.45, 1.01], [1.59, -1.19, 3.25], [-0.76, -1.83, 3.68], [-4.59, -2.00, 1.60], [-3.76, -0.76, 0.64], [-4.59, -1.59, -1.50], [-4.33, -3.24, -3.33], [-2.11, -5.79, -0.73], [-2.39, -4.15, 1.11], [-1.71, -0.99, -0.40]]
}



No. 3
{
  "formula": "C19H24N2O4S2",
  "method": "ωB97M-V/def2-TZVPD",
  "energy_ha": -1945.257047,
  "homo_lumo_gap_ev": 9.0,
  "homo_ev": -8.5,
  "smiles": "CCN(CC)S(=O)(=O)c1ccc(OC)c(NC(=O)CSc2ccccc2)c1",
  "elements": ["C", "C", "N", "C", "C", "S", "O", "O", "C", "C", "C", "C", "O", "C", "C", "N", "C", "O", "C", "S", "C", "C", "C", "C", "C", "C", "C", "H", "H", "H", "H", "H", "H", "H", "H", "H", "H", "H", "H", "H", "H", "H", "H", "H", "H", "H", "H", "H", "H", "H", "H"],
  "coordinates": [[-3.41, -2.55, 0.98], [-2.82, -1.17, 1.23], [-3.55, -0.05, 0.66], [-4.79, 0.39, 1.26], [-6.03, -0.37, 0.77], [-3.40, 0.17, -0.99], [-4.22, 1.29, -1.34], [-3.58, -1.05, -1.73], [-1.68, 0.66, -1.10], [-1.36, 1.99, -0.92], [-0.04, 2.39, -0.99], [0.96, 1.46, -1.23], [2.30, 1.73, -1.31], [2.73, 3.06, -1.12], [0.62, 0.10, -1.41], [1.66, -0.80, -1.61], [1.72, -2.06, -1.12], [0.79, -2.65, -0.59], [3.07, -2.74, -1.28], [4.51, -1.62, -1.35], [4.33, -0.58, 0.07], [5.16, 0.54, 0.12], [5.07, 1.42, 1.18], [4.15, 1.20, 2.19], [3.33, 0.08, 2.15], [3.42, -0.81, 1.09], [-0.71, -0.29, -1.36], [-2.68, -3.31, 1.24], [-3.66, -2.65, -0.08], [-4.30, -2.72, 1.57], [-2.73, -0.99, 2.31], [-1.82, -1.13, 0.80], [-4.90, 1.44, 0.99], [-4.69, 0.31, 2.34], [-6.07, -0.32, -0.31], [-6.92, 0.10, 1.18], [-6.01, -1.41, 1.08], [-2.15, 2.70, -0.74], [0.21, 3.43, -0.86], [2.46, 3.42, -0.12], [2.31, 3.73, -1.87], [3.81, 3.03, -1.21], [2.54, -0.38, -1.90], [3.09, -3.27, -2.23], [3.21, -3.47, -0.48], [5.87, 0.70, -0.68], [5.72, 2.28, 1.21], [4.07, 1.89, 3.01], [2.62, -0.10, 2.93], [2.78, -1.68, 1.09], [-0.99, -1.32, -1.52]]
}



No. 4
{
  "formula": "C19H24N4O3",
  "method": "ωB97M-V/def2-TZVPD",
  "energy_ha": -1183.203729,
  "homo_lumo_gap_ev": 8.9,
  "homo_ev": -8.3,
  "smiles": "[H]/N=c1/[nH]cc(C(=O)N2C[C@H](C)[C@H](NC(=O)CCc3cccc(C)c3)C2)o1",
  "elements": ["H", "N", "C", "N", "C", "C", "C", "O", "N", "C", "C", "C", "C", "N", "C", "O", "C", "C", "C", "C", "C", "C", "C", "C", "C", "C", "O", "H", "H", "H", "H", "H", "H", "H", "H", "H", "H", "H", "H", "H", "H", "H", "H", "H", "H", "H", "H", "H", "H", "H"],
  "coordinates": [[3.07, -5.04, 5.76], [2.30, -5.63, 6.03], [1.28, -5.42, 5.31], [0.06, -6.05, 5.40], [-0.80, -5.56, 4.44], [-0.13, -4.62, 3.77], [-0.63, -3.84, 2.61], [-1.70, -4.16, 2.11], [0.11, -2.82, 2.13], [1.27, -2.15, 2.74], [1.21, -0.74, 2.15], [0.28, 0.17, 2.94], [0.69, -1.04, 0.73], [0.18, 0.09, -0.02], [0.95, 0.79, -0.89], [2.10, 0.48, -1.14], [0.27, 1.99, -1.52], [0.98, 2.47, -2.78], [0.15, 3.50, -3.51], [0.30, 4.85, -3.24], [-0.50, 5.79, -3.89], [-1.44, 5.37, -4.82], [-1.61, 4.02, -5.11], [-2.64, 3.57, -6.10], [-0.80, 3.10, -4.45], [-0.38, -2.11, 0.96], [1.16, -4.52, 4.28], [-0.12, -6.77, 6.08], [-1.80, -5.90, 4.30], [1.19, -2.14, 3.83], [2.20, -2.66, 2.47], [2.21, -0.30, 2.10], [-0.72, -0.27, 3.03], [0.66, 0.32, 3.95], [0.19, 1.15, 2.47], [1.51, -1.45, 0.14], [-0.75, 0.42, 0.19], [0.23, 2.79, -0.77], [-0.77, 1.74, -1.75], [1.17, 1.61, -3.43], [1.96, 2.88, -2.52], [1.04, 5.18, -2.52], [-0.37, 6.84, -3.68], [-2.05, 6.11, -5.33], [-2.38, 2.61, -6.54], [-3.62, 3.45, -5.61], [-2.76, 4.29, -6.90], [-0.91, 2.05, -4.67], [-1.36, -1.67, 1.16], [-0.50, -2.78, 0.11]]
}



No. 5
{
  "formula": "C19H24N4O3",
  "method": "ωB97M-V/def2-TZVPD",
  "energy_ha": -1183.200046,
  "homo_lumo_gap_ev": 8.8,
  "homo_ev": -8.2,
  "smiles": "[H]/N=c1/[nH]cc(C(=O)N2C[C@H](C)[C@H](NC(=O)CCc3cccc(C)c3)C2)o1",
  "elements": ["H", "N", "C", "N", "C", "C", "C", "O", "N", "C", "C", "C", "C", "N", "C", "O", "C", "C", "C", "C", "C", "C", "C", "C", "C", "C", "O", "H", "H", "H", "H", "H", "H", "H", "H", "H", "H", "H", "H", "H", "H", "H", "H", "H", "H", "H", "H", "H", "H", "H"],
  "coordinates": [[3.89, 3.65, 3.35], [3.41, 4.06, 4.14], [2.29, 3.51, 4.32], [1.38, 3.81, 5.31], [0.27, 2.99, 5.20], [0.48, 2.20, 4.15], [-0.40, 1.12, 3.65], [-1.34, 0.76, 4.35], [-0.13, 0.54, 2.46], [0.74, 1.06, 1.39], [0.10, 0.50, 0.12], [-1.01, 1.42, -0.39], [-0.41, -0.86, 0.62], [-1.35, -1.50, -0.28], [-1.41, -2.86, -0.34], [-0.85, -3.57, 0.47], [-2.23, -3.43, -1.49], [-1.73, -3.12, -2.93], [-0.48, -2.28, -3.03], [0.74, -2.77, -2.57], [1.87, -1.97, -2.61], [1.80, -0.68, -3.10], [0.60, -0.17, -3.58], [0.52, 1.23, -4.14], [-0.53, -0.98, -3.54], [-0.98, -0.55, 2.00], [1.72, 2.50, 3.59], [1.55, 4.51, 6.01], [-0.57, 3.02, 5.87], [0.76, 2.14, 1.40], [1.76, 0.69, 1.51], [0.84, 0.37, -0.66], [-1.80, 1.56, 0.36], [-0.60, 2.41, -0.63], [-1.48, 1.05, -1.30], [0.44, -1.53, 0.74], [-1.66, -0.98, -1.08], [-3.25, -3.06, -1.37], [-2.25, -4.50, -1.32], [-2.52, -2.62, -3.50], [-1.55, -4.07, -3.44], [0.80, -3.77, -2.16], [2.81, -2.36, -2.24], [2.69, -0.06, -3.13], [-0.49, 1.64, -4.04], [1.22, 1.90, -3.64], [0.77, 1.23, -5.21], [-1.47, -0.60, -3.90], [-2.03, -0.22, 1.94], [-0.94, -1.40, 2.67]]
}



No. 6
{
  "formula": "C19H24N4O4",
  "method": "ωB97M-V/def2-TZVPD",
  "energy_ha": -1258.420643,
  "homo_lumo_gap_ev": 7.6,
  "homo_ev": -8.2,
  "smiles": "COc1ccc(C=C2C(=O)N(C)C(=O)N(C)C2=O)cc1.CC1=NCCCN1",
  "elements": ["C", "O", "C", "C", "C", "C", "C", "C", "C", "O", "N", "C", "C", "O", "N", "C", "C", "O", "C", "C", "H", "H", "H", "H", "H", "H", "H", "H", "H", "H", "H", "H", "H", "H", "C", "C", "N", "C", "C", "C", "N", "H", "H", "H", "H", "H", "H", "H", "H", "H", "H"],
  "coordinates": [[-6.03, 2.84, -1.90], [-5.65, 1.67, -1.13], [-4.39, 1.16, -1.25], [-4.03, 0.11, -0.36], [-2.72, -0.31, -0.30], [-1.71, 0.31, -1.08], [-0.33, -0.07, -0.89], [0.74, 0.76, -1.06], [2.06, 0.15, -1.19], [2.25, -1.07, -1.22], [3.16, 1.02, -1.28], [4.45, 0.41, -1.50], [3.10, 2.41, -1.20], [4.10, 3.13, -1.28], [1.83, 2.96, -1.01], [1.80, 4.40, -0.88], [0.64, 2.22, -0.88], [-0.41, 2.82, -0.62], [-2.11, 1.27, -2.04], [-3.43, 1.68, -2.15], [-7.06, 3.07, -1.60], [-5.39, 3.70, -1.68], [-6.02, 2.64, -2.98], [-4.80, -0.36, 0.27], [-2.41, -1.11, 0.38], [-0.12, -1.11, -0.64], [5.18, 1.21, -1.49], [4.63, -0.32, -0.70], [4.42, -0.10, -2.46], [0.76, 4.71, -0.85], [2.32, 4.70, 0.04], [2.33, 4.83, -1.74], [-1.37, 1.66, -2.74], [-3.71, 2.42, -2.91], [1.99, -1.25, 3.79], [1.39, -2.32, 2.90], [0.56, -1.95, 1.98], [-0.01, -3.03, 1.16], [0.00, -4.41, 1.79], [1.36, -4.75, 2.36], [1.82, -3.60, 3.13], [2.63, -1.65, 4.57], [2.56, -0.56, 3.15], [1.20, -0.66, 4.27], [-1.05, -2.70, 0.97], [0.56, -3.02, 0.20], [-0.74, -4.41, 2.60], [-0.30, -5.16, 1.06], [1.29, -5.61, 3.03], [2.07, -5.01, 1.57], [2.58, -3.72, 3.78]]
}



No. 7
{
  "formula": "C19H24N4O6",
  "method": "ωB97M-V/def2-TZVPD",
  "energy_ha": -1408.997186,
  "homo_lumo_gap_ev": 8.4,
  "homo_ev": -7.8,
  "smiles": "CC(C)C[C@@]1(C)NC(=O)N(CC(=O)NC(=O)Nc2ccc3c(c2)OCCO3)C1=O",
  "elements": ["C", "C", "C", "C", "C", "C", "N", "C", "O", "N", "C", "C", "O", "N", "C", "O", "N", "C", "C", "C", "C", "C", "C", "O", "C", "C", "O", "C", "O", "H", "H", "H", "H", "H", "H", "H", "H", "H", "H", "H", "H", "H", "H", "H", "H", "H", "H", "H", "H", "H", "H", "H", "H"],
  "coordinates": [[-4.13, -3.67, 0.15], [-4.13, -2.26, 0.73], [-3.36, -2.24, 2.05], [-3.52, -1.28, -0.28], [-4.16, 0.12, -0.29], [-5.53, 0.12, -0.98], [-4.21, 0.72, 1.02], [-3.43, 1.81, 1.15], [-3.28, 2.53, 2.11], [-2.79, 1.98, -0.09], [-1.85, 3.06, -0.34], [-0.40, 2.57, -0.36], [0.43, 3.02, 0.40], [-0.17, 1.60, -1.28], [1.01, 0.83, -1.50], [0.97, -0.06, -2.32], [2.05, 1.19, -0.72], [3.32, 0.61, -0.66], [3.72, -0.43, -1.49], [4.99, -0.96, -1.35], [5.87, -0.47, -0.40], [5.48, 0.61, 0.41], [4.21, 1.13, 0.28], [6.33, 1.17, 1.33], [7.67, 0.79, 1.16], [7.77, -0.71, 0.92], [7.11, -1.06, -0.28], [-3.20, 1.06, -1.01], [-2.83, 1.00, -2.16], [-4.74, -3.72, -0.75], [-4.53, -4.38, 0.87], [-3.12, -3.98, -0.10], [-5.17, -1.97, 0.92], [-3.86, -2.87, 2.78], [-3.29, -1.24, 2.45], [-2.36, -2.62, 1.90], [-2.45, -1.18, -0.07], [-3.61, -1.67, -1.30], [-6.00, 1.10, -0.88], [-5.39, -0.09, -2.04], [-6.18, -0.63, -0.55], [-4.83, 0.41, 1.75], [-2.09, 3.52, -1.31], [-1.96, 3.78, 0.47], [-0.93, 1.33, -1.90], [1.88, 1.96, -0.07], [3.05, -0.82, -2.23], [5.31, -1.78, -1.97], [3.92, 1.95, 0.92], [8.20, 1.08, 2.07], [8.10, 1.32, 0.30], [8.81, -1.03, 0.80], [7.32, -1.25, 1.76]]
}



No. 8
{
  "formula": "C19H24NO3P",
  "method": "ωB97M-V/def2-TZVPD",
  "energy_ha": -1360.191554,
  "homo_lumo_gap_ev": 9.0,
  "homo_ev": -8.4,
  "smiles": "CCOC(=O)[C@@H](CN(C)C)P(=O)(c1ccccc1)c1ccccc1",
  "elements": ["C", "C", "O", "C", "O", "C", "C", "N", "C", "C", "P", "O", "C", "C", "C", "C", "C", "C", "C", "C", "C", "C", "C", "C", "H", "H", "H", "H", "H", "H", "H", "H", "H", "H", "H", "H", "H", "H", "H", "H", "H", "H", "H", "H", "H", "H", "H", "H"],
  "coordinates": [[-3.62, 0.00, 3.61], [-2.24, -0.52, 3.27], [-1.92, 0.12, 1.98], [-0.61, -0.07, 1.66], [-0.02, -0.97, 2.26], [-0.12, 0.74, 0.48], [-0.05, 2.41, 0.07], [-1.15, 3.24, 0.34], [-1.31, 3.79, 1.65], [-2.28, 3.23, -0.56], [1.38, -0.20, -0.06], [2.65, 0.37, 0.51], [1.66, -2.03, 0.05], [0.66, -3.01, 0.09], [0.94, -4.37, 0.22], [2.26, -4.82, 0.28], [3.30, -3.88, 0.23], [2.99, -2.51, 0.11], [1.32, -0.03, -1.90], [0.47, -0.75, -2.76], [0.47, -0.49, -4.13], [1.34, 0.45, -4.67], [2.20, 1.16, -3.83], [2.21, 0.89, -2.46], [-4.05, -0.59, 4.43], [-3.56, 1.03, 3.98], [-4.33, -0.03, 2.77], [-1.52, -0.18, 4.03], [-2.27, -1.63, 3.19], [-0.93, 0.52, -0.21], [0.10, 2.29, -1.03], [0.81, 2.54, 0.71], [-2.31, 4.25, 1.68], [-1.23, 3.04, 2.45], [-0.57, 4.58, 1.83], [-3.04, 3.90, -0.14], [-2.00, 3.60, -1.55], [-2.74, 2.24, -0.68], [-0.38, -2.72, 0.03], [0.11, -5.10, 0.26], [2.48, -5.87, 0.38], [4.35, -4.22, 0.28], [3.81, -1.82, 0.08], [-0.20, -1.52, -2.36], [-0.22, -1.05, -4.79], [1.35, 0.64, -5.74], [2.89, 1.92, -4.24], [2.91, 1.41, -1.80]]
}